Entry 1:
ORCA calculation (ωB97M-V with the def2-TZVPD basis set) on an isolated ion of composition C15H31N6 and charge +1 at a distorted geometry.

Each line ends with the Mulliken charge.
Positions of all 52 atoms, in Å:
C1 -4.51217 0.17201 1.11426  -1.478
C2 -3.77506 -0.13792 -0.18328  -0.205
C3 -2.75750 0.93576 -0.61973  1.425
C4 -3.39420 2.32655 -0.65992  -1.835
C5 -2.21475 0.60929 -2.01219  -1.825
N1 -1.68464 0.97944 0.37682  1.102
N2 -1.84589 1.77999 1.43267  -0.151
N3 -0.85649 1.65299 2.20079  -1.349
N4 -0.00172 0.77247 1.71817  0.237
C6 -0.50330 0.33088 0.57959  -1.107
C7 0.21267 -0.68540 -0.24920  1.051
C8 -0.02642 -2.16007 0.19875  0.174
C9 -0.88182 -2.90533 -0.82656  -1.499
C10 -0.64056 -2.27435 1.59269  -1.576
N5 1.68788 -0.37385 -0.26478  -0.155
C11 1.97752 0.96662 -0.83190  -0.373
C12 3.48050 1.12458 -1.03742  -1.001
N6 4.14506 0.99848 0.23890  -0.025
C13 5.54971 1.34665 0.18727  -1.031
C14 3.90396 -0.31471 0.79437  -1.024
C15 2.41015 -0.50195 1.03054  -0.479
H1 -3.82292 0.42756 1.91624  0.349
H2 -5.20360 0.99803 0.98357  0.365
H3 -5.08404 -0.69945 1.42200  0.455
H4 -4.49901 -0.25298 -0.99070  0.501
H5 -3.24938 -1.09082 -0.07658  -0.236
H6 -2.69134 3.05140 -1.06457  0.443
H7 -3.68509 2.65210 0.33258  0.466
H8 -4.27285 2.30209 -1.29735  0.425
H9 -2.98133 0.85331 -2.74265  0.547
H10 -1.98480 -0.44664 -2.13117  0.275
H11 -1.33966 1.21489 -2.24324  0.393
H12 -0.11051 -0.58762 -1.28886  0.565
H13 0.94797 -2.66096 0.21542  0.384
H14 -0.43598 -2.87185 -1.81898  0.392
H15 -0.96929 -3.94814 -0.53500  0.457
H16 -1.88635 -2.49469 -0.88041  0.191
H17 -0.66745 -3.31816 1.89249  0.516
H18 -1.66174 -1.90087 1.60108  0.335
H19 -0.06857 -1.71957 2.33190  0.368
H20 2.11459 -1.06363 -0.89641  0.629
H21 1.44940 1.08271 -1.78048  0.295
H22 1.63256 1.71751 -0.11996  0.361
H23 3.67740 2.11864 -1.44175  0.537
H24 3.83712 0.38009 -1.77737  0.367
H25 5.96091 1.29737 1.19242  0.341
H26 5.64699 2.36721 -0.17504  0.352
H27 6.12784 0.68033 -0.46694  0.372
H28 4.41709 -0.38865 1.75392  0.537
H29 4.28874 -1.12253 0.13956  0.363
H30 2.21824 -1.48312 1.46166  0.369
H31 2.02214 0.26434 1.70479  0.412

Computed properties:
Multiplicity = 1
Frontier orbital gap = 0.3565 Eh
Lowest unoccupied orbital energy = -2.66 eV
M = 295.5 g mol⁻¹
HOMO energy = -0.4543 Eh
Net charge = +1
SMILES = CCC(C)(C)n1nnnc1[C@H](C(C)C)[NH+]1CCN(C)CC1



Entry 2:
ORCA calculation (ωB97M-V with the def2-TZVPD basis set) on C15H31N6O3SV as an isolated structure.

Each line ends with the Mulliken charge.
Positions of all 57 atoms, in Å:
V1 -0.50686 0.14567 0.58737  0.759
N1 -1.56343 2.05669 1.12963  -0.549
C1 -1.21574 2.46132 2.51975  -0.605
C2 -0.81502 1.24337 3.30184  0.307
O1 -0.64486 1.18866 4.47582  -0.456
N2 -0.58772 0.07907 2.47716  0.021
C3 -0.20618 -1.04648 3.33362  -0.462
C4 0.19024 -2.28890 2.66054  0.249
O2 0.54745 -3.32787 2.48511  -0.011
O3 -0.07117 -1.35086 0.61580  -0.558
H1 -1.35082 2.83679 0.50685  0.321
H2 -2.57705 1.95699 1.08815  0.258
H3 -2.03576 2.96561 3.03026  0.468
H4 -0.36848 3.14875 2.50830  0.327
H5 -1.01305 -1.36879 4.01211  0.563
H6 0.66549 -0.82575 3.97198  0.552
C5 3.53647 2.17762 1.79246  -0.956
N3 3.83276 1.16568 0.76393  -0.069
C6 5.27616 1.05969 0.44023  -1.119
C7 2.92737 0.47837 0.11210  0.922
S1 1.30534 1.31050 -0.07181  -0.326
N4 3.13316 -0.68968 -0.46741  0.201
C8 2.49587 -1.12070 -1.71731  -1.130
C9 4.16515 -1.62552 0.02732  -1.196
H7 4.26748 2.06515 2.59160  0.406
H8 2.54321 2.03350 2.20526  0.314
H9 3.63344 3.17832 1.37160  0.377
H10 5.67212 2.07397 0.43387  0.410
H11 5.41114 0.62724 -0.54562  0.393
H12 5.80624 0.48029 1.19422  0.401
H13 1.81028 -0.36312 -2.08481  0.390
H14 1.98608 -2.07160 -1.56222  0.295
H15 3.27256 -1.26427 -2.46941  0.471
H16 4.42890 -1.39264 1.05472  0.418
H17 5.05846 -1.60428 -0.59537  0.401
H18 3.74435 -2.62942 -0.01801  0.388
C10 -4.18744 -1.40385 -1.43548  -0.942
C11 -3.29282 -0.77300 -0.34775  -0.527
N5 -2.04398 -0.20406 -0.95975  1.451
C12 -2.43409 0.98359 -1.79374  -0.589
C13 -3.65731 0.64825 -2.67293  -0.962
N6 -3.75240 -0.84588 -2.75974  0.044
C14 -2.40958 -1.40552 -3.12918  -0.984
C15 -1.49040 -1.24273 -1.90363  -0.357
H19 -5.23688 -1.16007 -1.28001  0.406
H20 -4.08749 -2.48688 -1.48388  0.347
H21 -3.02514 -1.53231 0.38576  0.277
H22 -3.81850 0.03188 0.16561  0.451
H23 -1.57328 1.26362 -2.40093  0.497
H24 -2.69067 1.82539 -1.15616  0.260
H25 -3.54820 1.05317 -3.67748  0.399
H26 -4.59119 1.01701 -2.25181  0.384
H27 -4.43835 -1.10234 -3.47662  0.338
H28 -2.05463 -0.86076 -4.00233  0.387
H29 -2.52685 -2.45363 -3.39919  0.404
H30 -0.49597 -0.94004 -2.22885  0.073
H31 -1.39844 -2.17522 -1.35152  0.469

Computed properties:
Multiplicity = 1
Frontier orbital gap (spin up / spin down) = 0.2442 / 0.2442 Eh
Lowest unoccupied orbital energy (spin up / spin down) = -14.40 / -14.40 eV
M = 426.5 g mol⁻¹
Energy above the lowest of the compared OMol25 structures with the same formula, charge and spin = 25.2 kJ/mol
HOMO energy (spin up / spin down) = -0.7735 / -0.7735 Eh
Net charge = +4



Entry 3:
ORCA calculation (ωB97M-V with the def2-TZVPD basis set) on a 2-piece molecular cluster, C15H31N6O7 overall at a distorted geometry.

Each line ends with the Mulliken charge.
Positions of all 59 atoms, in Å:
O1 3.35085 -4.81640 3.01675  -0.660
O2 1.21613 3.48489 -1.69167  -0.687
O3 -1.46672 -5.90233 4.31813  -0.671
O4 -0.37717 4.66990 -0.60201  -0.445
O5 -1.08237 6.11732 -6.99594  -0.560
O6 -2.21622 3.59300 -3.08307  -0.605
O7 -2.59936 4.06212 -5.74992  -0.618
C1 2.16746 -5.07000 3.16609  0.631
C2 0.28591 4.28582 -1.71954  0.210
C3 -0.65238 -5.04816 4.62745  -0.059
C4 0.39630 0.14422 0.33296  0.884
N1 1.34817 0.27039 1.21516  -0.280
N2 -0.17760 -5.02191 5.87577  -0.093
N3 -0.58065 -0.74089 0.44772  -0.080
N4 0.96938 5.34274 -3.96693  -0.409
N5 1.32617 -4.05379 3.38563  0.114
N6 0.42279 0.93471 -0.70085  -0.226
C5 1.69249 -6.50910 3.10648  -0.966
C6 0.79836 -4.10077 6.46197  -0.771
C7 -0.82404 -1.69765 1.54686  -0.953
C8 0.55415 6.08347 -5.17757  -0.924
C9 -0.14228 4.95883 -3.04458  0.325
C10 -0.47249 -3.13512 1.13816  -0.317
C11 -0.51837 5.30086 -5.95708  0.202
C12 -1.09727 4.05674 -3.84148  -0.143
C13 -1.65534 4.85951 -5.02366  -0.251
C14 -0.87159 -4.16593 2.21043  -0.725
C15 -0.14240 -4.04166 3.57225  -0.204
H1 0.05819 4.24048 0.14507  0.375
H2 -0.41486 6.35508 -7.66520  0.351
H3 -2.91582 3.37190 -3.73457  0.402
H4 -2.83041 4.53862 -6.57271  0.406
H5 2.09085 0.92694 1.05305  0.214
H6 1.36908 -0.34200 2.00704  0.118
H7 -0.56050 -5.73901 6.47480  0.295
H8 -1.25521 -0.75233 -0.30008  0.256
H9 1.71829 5.83054 -3.46848  0.283
H10 1.81228 -3.17461 3.44970  0.227
H11 -0.29423 0.88408 -1.40369  0.131
H12 1.13769 1.64151 -0.83161  0.121
H13 1.39859 -6.84122 4.09962  0.268
H14 2.51346 -7.13423 2.75670  0.344
H15 0.85716 -6.61188 2.42028  0.284
H16 0.54502 -3.06743 6.22203  0.241
H17 1.80056 -4.32895 6.09254  0.254
H18 0.80078 -4.21360 7.54820  0.335
H19 -0.25134 -1.42125 2.43232  0.322
H20 -1.88347 -1.66217 1.81176  0.200
H21 0.15196 7.06320 -4.89506  0.386
H22 1.42131 6.25487 -5.82428  0.425
H23 -0.68875 5.86228 -2.75303  0.431
H24 -1.01090 -3.37730 0.22059  0.423
H25 0.59554 -3.20746 0.92915  0.159
H26 -0.05291 4.40885 -6.39140  0.230
H27 -0.54072 3.19151 -4.21891  0.280
H28 -2.16315 5.75337 -4.64346  0.306
H29 -0.70108 -5.15956 1.79735  0.172
H30 -1.94591 -4.07566 2.38292  0.483
H31 -0.41339 -3.07539 3.99184  0.561

Computed properties:
Multiplicity = 1
Frontier orbital gap = 0.3251 Eh
Lowest unoccupied orbital energy = -2.76 eV
M = 407.4 g mol⁻¹
Energy above the lowest of the compared OMol25 structures with the same formula, charge and spin = 0.0 kJ/mol
HOMO energy = -0.4266 Eh
Net charge = +1



Entry 4:
ORCA calculation (ωB97M-V with the def2-TZVPD basis set) on a 2-piece molecular cluster, C15H31N7O9P overall at a distorted geometry.

Each line ends with the Mulliken charge.
Positions of all 63 atoms, in Å:
O1 -4.45533 -2.57705 -0.68541  -0.661
O2 0.16131 0.31485 -0.12884  -0.807
O3 -0.41694 4.19419 -2.48202  -0.582
O4 1.74660 2.64756 -5.64782  -0.593
O5 -2.53697 -0.65484 3.53702  -0.653
O6 5.69122 0.53959 -4.76148  -0.782
O7 1.80233 3.88117 -2.78271  -0.333
O8 5.08102 2.80763 -5.34506  -0.482
O9 4.31303 1.74768 -3.13601  -0.390
C1 -3.86351 -2.14389 0.28845  0.625
C2 0.48166 1.01360 -1.07275  0.234
C3 0.50412 3.50621 -2.88444  0.373
C4 2.06585 1.67737 -4.99243  0.449
C5 -3.13303 -1.70497 3.31928  0.400
C6 1.67570 0.28822 2.81989  0.801
N1 1.75219 1.51313 -0.97577  -0.123
N2 2.18557 0.27971 4.01895  -0.328
N3 -4.34785 -1.96819 3.81162  -0.172
N4 1.37860 -0.81482 2.16252  0.065
N5 1.31847 1.30400 -3.89840  -0.082
N6 -3.35244 -3.00782 1.17650  -0.102
N7 1.44349 1.43762 2.25798  -0.280
C7 -3.72363 -0.64162 0.45388  -0.722
C8 -5.11827 -1.07040 4.67378  -0.866
C9 -0.46033 1.24507 -2.25049  -1.106
C10 1.35767 -2.20412 2.65768  -1.346
C11 0.16996 2.07541 -3.38536  -0.246
C12 -0.05232 -2.60040 3.12440  -0.383
C13 -1.06954 -2.52531 1.96760  -0.178
C14 3.18852 0.82585 -5.45508  -0.483
C15 -2.53369 -2.77193 2.38750  -0.311
P1 4.57420 1.48317 -4.67336  0.736
H1 1.77650 4.82047 -2.53765  0.339
H2 5.54806 2.47411 -6.12281  0.355
H3 5.20907 2.01082 -2.87990  0.296
H4 2.14027 2.01770 -1.77915  -0.004
H5 2.39183 1.05851 -0.33266  0.279
H6 2.37658 1.13926 4.49818  0.205
H7 2.35452 -0.60410 4.46278  0.163
H8 -4.78132 -2.83498 3.53414  0.249
H9 0.93857 -0.66183 1.25951  0.393
H10 1.59481 0.44909 -3.42548  0.333
H11 -3.52264 -3.96846 0.91422  0.231
H12 0.92010 1.43042 1.38915  0.149
H13 1.59740 2.29643 2.75080  0.182
H14 -2.68732 -0.36885 0.62796  0.034
H15 -4.06730 -0.15841 -0.45982  0.307
H16 -4.34367 -0.30403 1.28098  0.245
H17 -5.78680 -0.45770 4.06576  0.301
H18 -4.45111 -0.41063 5.23374  0.293
H19 -5.71358 -1.65007 5.38181  0.331
H20 -1.35546 1.75612 -1.88195  0.508
H21 -0.77515 0.27416 -2.64286  0.362
H22 2.05892 -2.33295 3.48326  0.545
H23 1.66333 -2.87603 1.85256  0.343
H24 -0.56287 2.19355 -4.19327  0.761
H25 -0.35052 -1.93694 3.93607  0.256
H26 -0.02519 -3.62100 3.50887  0.418
H27 -0.78616 -3.27192 1.22312  0.487
H28 -1.01140 -1.54844 1.49315  -0.302
H29 3.30429 0.90066 -6.53406  0.357
H30 3.06359 -0.21526 -5.17142  0.339
H31 -2.54501 -3.69641 2.96533  0.571

Computed properties:
Multiplicity = 1
Frontier orbital gap = 0.3387 Eh
Lowest unoccupied orbital energy = -2.47 eV
M = 484.4 g mol⁻¹
HOMO energy = -0.4295 Eh
Net charge = +1